Formula: CH3ClN2O2
Source: OMol25
Level of theory: the ωB97M-V functional and the def2-TZVPD basis

Calculated values
* frontier orbital gap (spin up / spin down): 8.77 / 9.04 eV
* ΔE to the lowest compared entry with this formula, charge and spin: 319.4 kJ/mol
* E_HOMO (spin up / spin down): -8.76 / -8.97 eV

Positions of all 9 atoms, in Å:
C (-0.923, -0.561, 0.334)
N (1.023, 0.829, -0.167)
N (0.533, -0.391, -0.256)
O (2.252, 1.035, -0.419)
O (1.089, -1.422, -0.587)
Cl (-1.910, 0.784, -0.429)
H (-1.500, -1.571, 0.217)
H (-0.830, -0.169, 1.338)
H (0.265, 1.466, -0.031)


Formula: CH3ClN2O2
Source: OMol25
Level of theory: the ωB97M-V functional and the def2-TZVPD basis

Calculated values
* frontier orbital gap: 10.17 eV
* SMILES: O=[N+]([O-])CNCl
* ΔE to the lowest compared entry with this formula, charge and spin: 216.5 kJ/mol
* E_HOMO: -10.37 eV

Positions of all 9 atoms, in Å:
O (1.675, 0.428, 0.107)
N (0.952, -0.371, 0.633)
O (1.122, -1.018, 1.627)
C (-0.373, -0.575, -0.052)
N (-0.819, 0.697, -0.822)
Cl (-1.079, 2.053, 0.303)
H (-1.137, -0.902, 0.570)
H (-0.277, -1.279, -1.034)
H (-0.065, 0.968, -1.331)


Formula: CH3ClN4
Source: OMol25
Level of theory: the ωB97M-V functional and the def2-TZVPD basis

Calculated values
* frontier orbital gap (spin up / spin down): 9.80 / 9.79 eV
* SMILES: Cl[C@@H]1N=NNN1
* ΔE to the lowest compared entry with this formula, charge and spin: 61.4 kJ/mol
* E_HOMO (spin up / spin down): -8.88 / -8.88 eV

Positions of all 9 atoms, in Å:
Cl (-2.178, 0.575, 0.356)
C (-0.790, -0.070, -0.649)
N (-0.505, -1.392, -0.380)
N (0.494, -1.430, 0.346)
N (1.082, -0.315, 0.591)
N (0.557, 0.797, -0.123)
H (-0.797, 0.295, -1.749)
H (1.852, -0.187, 1.232)
H (0.284, 1.727, 0.375)


Formula: CH3ClNO2S
Source: OMol25
Level of theory: the ωB97M-V functional and the def2-TZVPD basis

Calculated values
* frontier orbital gap: 7.05 eV
* charge: -1
* ΔE to the lowest compared entry with this formula, charge and spin: 397.8 kJ/mol
* E_HOMO: -3.48 eV

Positions of all 9 atoms, in Å:
C (-1.016, 0.709, -0.339)
N (-0.802, 0.174, 0.710)
O (2.212, -0.538, -1.390)
O (2.174, -0.022, 0.854)
S (2.059, -1.135, -0.038)
Cl (-2.812, 1.907, -0.174)
H (-0.778, 1.299, -1.171)
H (-1.111, -0.465, 1.400)
H (0.075, -1.928, 0.148)


Formula: CH3ClO2P
Source: OMol25
Level of theory: the ωB97M-V functional and the def2-TZVPD basis

Calculated values
* frontier orbital gap: 7.09 eV
* charge: -1
* SMILES: [O-]P(Cl)CO
* ΔE to the lowest compared entry with this formula, charge and spin: 307.1 kJ/mol
* E_HOMO: -3.14 eV

Positions of all 8 atoms, in Å:
O (2.391, -0.595, -0.640)
P (1.554, 0.058, 0.310)
Cl (0.879, -1.317, 1.756)
C (-0.438, 0.504, -0.326)
O (-1.779, -0.103, -0.621)
H (-0.478, 1.032, 0.624)
H (-0.340, 1.198, -1.157)
H (-1.787, -0.778, 0.055)


Formula: CH3ClO2S
Source: OMol25
Level of theory: the ωB97M-V functional and the def2-TZVPD basis

Calculated values
* frontier orbital gap (spin up / spin down): 6.82 / 6.81 eV
* ΔE to the lowest compared entry with this formula, charge and spin: 419.3 kJ/mol
* E_HOMO (spin up / spin down): -9.58 / -9.58 eV

Positions of all 8 atoms, in Å:
C (0.619, -0.004, 0.227)
O (1.078, -0.030, -1.048)
O (-0.068, -1.104, 0.639)
S (-2.414, -0.552, 0.070)
Cl (-2.701, 1.341, 0.144)
H (0.201, 0.976, 0.212)
H (1.480, 0.026, 0.981)
H (1.805, -0.652, -1.226)


Formula: CH3ClOS
Source: OMol25
Level of theory: the ωB97M-V functional and the def2-TZVPD basis

Calculated values
* frontier orbital gap: 8.83 eV
* ΔE to the lowest compared entry with this formula, charge and spin: 136.1 kJ/mol
* E_HOMO: -8.20 eV

Positions of all 7 atoms, in Å:
C (-0.526, -1.050, 0.984)
H (0.790, 1.598, -2.011)
H (-1.102, -0.861, 2.781)
H (-0.067, -1.985, 1.320)
O (-1.169, -0.381, 1.944)
S (-0.429, -0.543, -0.543)
Cl (1.162, 1.134, -0.874)


Formula: CH3ClS
Source: OMol25
Level of theory: the ωB97M-V functional and the def2-TZVPD basis

Calculated values
* frontier orbital gap: 8.55 eV
* SMILES: C=S.Cl
* ΔE to the lowest compared entry with this formula, charge and spin: 95.1 kJ/mol
* E_HOMO: -8.76 eV

Positions of all 6 atoms, in Å:
C (0.128, -0.266, -0.990)
S (0.431, 1.240, -1.457)
H (-0.463, -0.954, -1.597)
H (0.499, -0.667, -0.045)
Cl (-0.196, -0.197, 1.686)
H (-0.399, 0.844, 2.403)


Formula: CH3ClS2
Source: OMol25
Level of theory: the ωB97M-V functional and the def2-TZVPD basis

Calculated values
* frontier orbital gap: 8.37 eV
* SMILES: C=S.SCl
* ΔE to the lowest compared entry with this formula, charge and spin: 194.5 kJ/mol
* E_HOMO: -9.12 eV

Positions of all 7 atoms, in Å:
C (-0.790, -0.706, 1.129)
S (-0.368, -2.250, 1.411)
H (-1.654, -0.614, 0.460)
H (-0.405, 0.249, 1.566)
S (1.732, 0.642, -1.781)
Cl (0.315, 2.105, -2.124)
H (1.170, 0.575, -0.660)


Formula: CH3F18OP3Zn
Source: OMol25
Level of theory: the ωB97M-V functional and the def2-TZVPD basis

Calculated values
* frontier orbital gap: 3.96 eV
* charge: -2
* ΔE to the lowest compared entry with this formula, charge and spin: 841.3 kJ/mol
* E_HOMO: -4.69 eV

Positions of all 27 atoms, in Å:
Zn (-0.081, -0.246, -0.204)
C (-1.661, -4.902, -0.980)
O (-1.194, -3.617, -0.526)
H (-1.051, -5.260, -1.809)
H (-1.432, -5.720, -0.297)
H (-2.715, -4.832, -1.249)
P (-3.426, 1.868, -0.624)
F (-3.949, 3.067, 0.407)
F (-3.917, 2.790, -1.916)
F (-1.987, 2.662, -0.592)
F (-2.613, 0.946, -1.622)
F (-2.870, 0.928, 0.506)
F (-4.738, 1.055, -0.715)
P (1.379, 1.793, 4.023)
F (0.973, 0.613, 2.910)
F (2.935, 1.644, 3.550)
F (1.323, 2.865, 2.828)
F (1.675, 2.992, 5.038)
F (-0.122, 2.054, 4.342)
F (1.428, 0.676, 5.239)
P (3.222, -0.182, -2.579)
F (2.415, 0.926, -1.620)
F (3.037, 0.711, -3.948)
F (4.749, 0.291, -2.428)
F (3.625, -1.369, -3.612)
F (3.225, -1.131, -1.224)
F (1.770, -0.623, -2.899)


Formula: CH3F2N4O
Source: OMol25
Level of theory: the ωB97M-V functional and the def2-TZVPD basis

Calculated values
* frontier orbital gap: 10.22 eV
* charge: +1
* ΔE to the lowest compared entry with this formula, charge and spin: 235.6 kJ/mol
* E_HOMO: -15.94 eV

Positions of all 11 atoms, in Å:
C (1.453, 0.561, 0.026)
N (-0.826, 0.936, 0.545)
N (0.389, 1.054, 0.080)
N (-1.018, -0.935, -0.562)
N (-1.612, -0.025, -0.093)
O (2.613, 0.393, -0.324)
F (-2.725, -0.348, 0.858)
F (-2.603, 1.030, -0.898)
H (-1.258, 1.762, 0.538)
H (-1.668, -1.701, -0.824)
H (3.401, 0.091, 0.223)


Formula: CH3F2NS
Source: OMol25
Level of theory: the ωB97M-V functional and the def2-TZVPD basis

Calculated values
* frontier orbital gap: 10.40 eV
* ΔE to the lowest compared entry with this formula, charge and spin: 91.3 kJ/mol
* E_HOMO: -11.69 eV

Positions of all 8 atoms, in Å:
C (-0.050, -1.283, 0.019)
N (-0.919, 1.940, -0.843)
F (1.499, 2.231, 0.230)
F (0.676, -0.936, 1.100)
S (-0.262, 2.218, 0.378)
H (0.285, -0.824, -0.814)
H (-1.018, -0.948, 0.137)
H (-0.210, -2.399, -0.206)


Formula: CH3F2OP
Source: OMol25
Level of theory: the ωB97M-V functional and the def2-TZVPD basis

Calculated values
* frontier orbital gap: 11.77 eV
* SMILES: COP(F)F
* ΔE to the lowest compared entry with this formula, charge and spin: 103.9 kJ/mol
* E_HOMO: -11.07 eV

Positions of all 8 atoms, in Å:
C (0.183, -0.095, 0.177)
O (1.469, -0.598, -0.276)
P (2.721, -0.065, 0.533)
F (2.910, 1.492, -0.561)
F (3.799, -0.926, -0.198)
H (0.400, 0.581, 1.067)
H (-0.543, -1.043, 0.315)
H (-0.023, 0.561, -0.736)


Formula: CH3F3N2P
Source: OMol25
Level of theory: the ωB97M-V functional and the def2-TZVPD basis

Calculated values
* frontier orbital gap (spin up / spin down): 8.07 / 7.25 eV
* charge: +1
* ΔE to the lowest compared entry with this formula, charge and spin: 30.4 kJ/mol
* multiplicity: 3
* E_HOMO (spin up / spin down): -11.93 / -17.06 eV

Positions of all 10 atoms, in Å:
C (0.577, -0.697, -0.001)
N (1.538, -0.459, -0.803)
N (-1.612, 0.963, 1.451)
F (0.794, -1.611, 0.870)
F (-0.715, 1.144, -1.238)
F (-2.095, -0.640, -0.301)
P (-1.056, 0.364, 0.191)
H (1.656, 0.087, -1.678)
H (2.386, -0.896, -0.582)
H (-1.472, 1.744, 2.093)


Formula: CH3F3OSi
Source: OMol25
Level of theory: the ωB97M-V functional and the def2-TZVPD basis

Calculated values
* frontier orbital gap: 11.35 eV
* SMILES: O=[Si](F)F.CF
* ΔE to the lowest compared entry with this formula, charge and spin: 234.3 kJ/mol
* E_HOMO: -11.49 eV

Positions of all 9 atoms, in Å:
O (-0.779, 1.248, -0.722)
Si (-1.833, 0.309, -0.197)
F (-2.434, 0.346, 1.197)
F (-2.701, -0.946, -0.736)
C (1.585, -0.168, 0.083)
F (0.365, -0.571, 0.703)
H (1.698, -0.461, -0.960)
H (2.428, -0.676, 0.407)
H (1.670, 0.920, 0.225)


Formula: CH3FN2O2
Source: OMol25
Level of theory: the ωB97M-V functional and the def2-TZVPD basis

Calculated values
* frontier orbital gap: 11.12 eV
* SMILES: CN(F)[N+](=O)[O-]
* ΔE to the lowest compared entry with this formula, charge and spin: 302.0 kJ/mol
* E_HOMO: -10.91 eV

Positions of all 9 atoms, in Å:
C (-0.155, -0.045, 0.241)
N (-0.873, -1.239, 0.700)
F (-1.925, -1.376, -0.230)
N (-0.076, -2.523, 0.667)
O (1.087, -2.414, 0.589)
O (-0.740, -3.494, 0.717)
H (1.002, -0.182, 0.094)
H (-0.690, 0.347, -0.689)
H (-0.071, 0.595, 1.164)


Formula: CH3FN2O2
Source: OMol25
Level of theory: the ωB97M-V functional and the def2-TZVPD basis

Calculated values
* frontier orbital gap: 10.45 eV
* SMILES: C=NF.O=NO
* ΔE to the lowest compared entry with this formula, charge and spin: 289.8 kJ/mol
* E_HOMO: -10.49 eV

Positions of all 9 atoms, in Å:
C (0.936, 0.081, 1.730)
N (0.060, -0.531, 1.031)
F (0.643, -1.682, 0.540)
H (1.850, -0.182, 2.208)
H (0.513, 1.166, 1.981)
O (3.216, 0.022, -0.770)
N (2.529, -0.924, -0.692)
O (2.584, -1.720, -1.954)
H (2.453, -2.699, -1.688)


Formula: CH3FN2P2
Source: OMol25
Level of theory: the ωB97M-V functional and the def2-TZVPD basis

Calculated values
* frontier orbital gap (spin up / spin down): 8.55 / 8.55 eV
* ΔE to the lowest compared entry with this formula, charge and spin: 58.3 kJ/mol
* E_HOMO (spin up / spin down): -9.21 / -9.21 eV

Positions of all 9 atoms, in Å:
C (-0.624, -1.112, -0.326)
N (-0.093, 0.173, -0.092)
N (1.286, 2.160, -0.385)
F (0.292, 1.123, 2.201)
P (0.264, 1.342, -1.270)
P (1.172, 0.424, 1.061)
H (0.158, -1.742, -0.583)
H (-1.314, -0.871, -1.095)
H (-1.143, -1.497, 0.489)


Formula: CH3FN2P2
Source: OMol25
Level of theory: the ωB97M-V functional and the def2-TZVPD basis

Calculated values
* frontier orbital gap: 9.10 eV
* SMILES: C/N=P\F.N#P
* ΔE to the lowest compared entry with this formula, charge and spin: 73.9 kJ/mol
* E_HOMO: -9.91 eV

Positions of all 9 atoms, in Å:
C (-0.571, -0.782, -0.138)
N (-0.002, 0.443, 0.251)
P (0.098, 1.251, 1.530)
F (-0.643, 0.424, 2.760)
H (-0.129, -0.888, -1.209)
H (-1.741, -0.705, -0.198)
H (-0.332, -1.582, 0.624)
N (1.768, 0.410, -2.326)
P (1.552, 1.429, -1.294)


Formula: CH3FNO2S
Source: OMol25
Level of theory: the ωB97M-V functional and the def2-TZVPD basis

Calculated values
* frontier orbital gap: 7.49 eV
* charge: -1
* ΔE to the lowest compared entry with this formula, charge and spin: 153.5 kJ/mol
* E_HOMO: -3.40 eV

Positions of all 9 atoms, in Å:
C (0.064, -1.350, 0.048)
N (0.454, 0.301, 0.280)
O (0.039, 1.520, -1.767)
O (-0.231, 2.731, 0.482)
F (-0.348, -2.081, 1.118)
S (-0.601, 1.631, -0.450)
H (-0.722, -1.491, -0.787)
H (0.963, -1.714, -0.225)
H (0.384, 0.453, 1.300)